[1]
DFT (the ωB97M-V functional and the def2-TZVPD basis) results for a 7-piece molecular cluster, C59H134N7O7 overall at a distorted geometry.

For the LUMO energy, the calculation gives -0.558 Ha. Its total charge is +7. The value obtained for the HOMO energy is -22.067 eV. As for the total energy: -3235.1911 hartree. The max |F| is 17.0 eV Å⁻¹.

Positions of all 207 atoms, in Å:
C -4.221 -32.223 8.374
C -3.564 -31.556 7.138
C -2.083 -31.958 7.013
C -1.864 -33.396 6.624
C -2.462 -33.566 5.236
C -4.025 -33.398 5.204
N -4.411 -32.091 5.898
O -5.301 -31.441 5.468
C -4.759 -34.519 6.016
C -4.458 -33.375 3.740
C -3.642 -30.021 7.089
H -5.315 -32.107 8.357
H -3.855 -31.707 9.243
H -3.829 -33.228 8.462
H -1.639 -31.819 7.995
H -1.491 -31.329 6.363
H -2.385 -34.068 7.327
H -0.853 -33.757 6.587
H -2.277 -34.520 4.751
H -2.086 -32.826 4.526
H -4.610 -35.405 5.403
H -5.808 -34.242 6.066
H -4.324 -34.652 7.006
H -4.092 -34.313 3.298
H -4.072 -32.511 3.191
H -5.519 -33.323 3.570
H -2.963 -29.619 7.846
H -4.669 -29.699 7.311
H -3.261 -29.703 6.122
C 0.670 -26.406 9.339
C -0.666 -25.758 9.659
C -1.770 -26.451 8.883
C -3.150 -26.054 9.409
C -3.341 -26.404 10.856
C -2.304 -25.639 11.779
N -0.809 -25.810 11.184
O -0.026 -25.996 11.864
C -2.392 -26.342 13.195
C -2.453 -24.076 11.857
C -0.621 -24.230 9.287
H 1.539 -25.897 9.717
H 0.740 -26.554 8.267
H 0.678 -27.416 9.784
H -1.594 -27.531 8.927
H -1.525 -26.174 7.856
H -3.896 -26.588 8.818
H -3.337 -25.012 9.141
H -3.269 -27.464 11.100
H -4.318 -26.057 11.174
H -1.815 -25.820 13.966
H -2.010 -27.377 13.090
H -3.413 -26.312 13.585
H -2.502 -23.652 10.867
H -1.589 -23.676 12.375
H -3.317 -23.868 12.465
H -1.598 -23.786 9.355
H -0.227 -24.171 8.272
H 0.034 -23.681 9.974
C -10.906 -34.060 10.833
C -10.525 -35.017 11.955
C -11.571 -35.446 13.042
C -12.714 -36.128 12.329
C -12.200 -37.487 11.853
C -11.114 -37.413 10.812
N -10.035 -36.249 11.152
O -8.912 -36.368 10.820
C -11.708 -37.070 9.418
C -10.313 -38.712 10.882
C -9.249 -34.425 12.729
H -10.333 -34.059 9.889
H -10.900 -33.063 11.293
H -11.969 -34.226 10.601
H -11.788 -34.478 13.503
H -11.051 -35.981 13.841
H -13.176 -35.509 11.587
H -13.534 -36.262 13.066
H -13.018 -38.012 11.352
H -11.905 -38.058 12.729
H -10.892 -36.748 8.743
H -12.435 -36.260 9.459
H -12.181 -37.968 9.028
H -9.737 -38.676 9.950
H -10.906 -39.613 10.865
H -9.634 -38.688 11.747
H -8.378 -34.271 12.137
H -9.024 -35.183 13.506
H -9.584 -33.494 13.179
C -6.206 -29.743 2.324
C -5.723 -28.407 1.809
N -6.241 -27.160 2.617
C -7.712 -27.235 2.739
C -5.506 -27.113 3.895
C -5.888 -26.003 4.785
C -5.915 -25.954 1.712
C -4.505 -25.406 1.582
O -3.692 -26.441 1.221
C -2.413 -26.045 0.613
H -5.890 -30.554 1.677
H -7.286 -29.890 2.325
H -5.867 -30.033 3.321
H -6.213 -28.319 0.862
H -4.642 -28.294 1.764
H -8.050 -27.437 1.728
H -8.118 -26.317 3.176
H -8.022 -28.060 3.376
H -4.482 -27.017 3.599
H -5.633 -28.074 4.370
H -6.994 -26.076 4.918
H -5.677 -24.992 4.437
H -5.452 -26.183 5.764
H -6.598 -25.144 1.986
H -6.245 -26.313 0.750
H -4.260 -24.955 2.545
H -4.577 -24.552 0.891
H -2.585 -25.545 -0.354
H -1.849 -26.950 0.433
H -1.833 -25.401 1.315
C -7.476 -25.152 9.670
C -7.774 -26.475 8.999
N -8.588 -27.506 9.796
C -7.947 -28.011 11.019
C -9.962 -26.863 10.111
C -10.861 -27.721 10.969
C -8.832 -28.658 8.780
C -7.631 -29.479 8.362
O -7.218 -30.450 9.289
C -8.013 -31.634 9.349
H -6.764 -25.335 10.491
H -8.282 -24.473 9.922
H -6.903 -24.609 8.907
H -6.849 -27.007 8.770
H -8.279 -26.275 8.044
H -6.881 -28.320 10.856
H -8.468 -28.863 11.431
H -7.990 -27.250 11.795
H -10.349 -26.564 9.122
H -9.690 -25.985 10.671
H -11.125 -28.706 10.587
H -11.825 -27.200 11.056
H -10.561 -27.754 12.026
H -9.326 -28.156 7.939
H -9.632 -29.223 9.220
H -6.769 -28.847 8.092
H -7.945 -29.940 7.414
H -7.896 -32.261 8.459
H -9.062 -31.409 9.553
H -7.624 -32.167 10.213
C -9.033 -19.759 4.943
C -7.700 -19.699 5.639
N -7.665 -20.205 7.067
C -8.314 -19.192 7.969
C -8.330 -21.484 7.266
C -7.691 -22.489 6.314
C -6.191 -20.206 7.499
C -5.678 -21.099 8.638
O -6.544 -21.145 9.765
C -5.875 -21.393 10.985
H -9.775 -19.341 5.608
H -9.365 -20.771 4.666
H -9.025 -19.135 4.043
H -7.411 -18.652 5.606
H -6.971 -20.315 5.099
H -9.358 -19.128 7.710
H -7.952 -18.155 7.799
H -8.101 -19.486 8.978
H -9.396 -21.367 7.021
H -8.278 -21.749 8.315
H -7.927 -22.261 5.290
H -8.158 -23.436 6.580
H -6.619 -22.650 6.453
H -6.034 -19.136 7.648
H -5.621 -20.495 6.611
H -4.701 -20.673 8.880
H -5.426 -22.093 8.203
H -5.005 -20.737 11.049
H -5.569 -22.453 11.112
H -6.540 -21.171 11.799
C -15.726 -30.065 6.732
C -14.245 -29.897 6.328
N -14.038 -29.697 4.790
C -14.298 -31.053 4.168
C -14.958 -28.765 4.045
C -14.989 -27.320 4.560
C -12.631 -29.320 4.512
C -11.417 -29.882 5.339
O -11.420 -31.287 5.188
C -10.311 -31.861 5.941
H -16.073 -31.061 6.428
H -16.384 -29.315 6.282
H -15.693 -29.989 7.833
H -13.582 -30.733 6.510
H -13.885 -28.981 6.822
H -13.688 -31.898 4.506
H -14.084 -30.919 3.111
H -15.353 -31.203 4.282
H -15.904 -29.301 4.105
H -14.610 -28.741 2.998
H -15.335 -27.210 5.584
H -15.670 -26.786 3.921
H -14.003 -26.883 4.381
H -12.549 -28.234 4.640
H -12.532 -29.593 3.449
H -11.654 -29.520 6.350
H -10.510 -29.413 4.875
H -9.439 -31.834 5.297
H -10.567 -32.896 6.163
H -10.171 -31.300 6.871



[2]
DFT (the ωB97M-V functional and the def2-TZVPD basis) results for C59H32BiF15GeN7O4S as an isolated structure at a distorted geometry.

For the LUMO energy (spin up / spin down), the calculation gives -0.166 / -0.165 Ha. Its total charge is +1. The energy relative to the best compared isomer or geometry (same formula, charge and spin) is 161.1 kcal/mol. The value obtained for the HOMO energy (spin up / spin down) is -9.925 / -9.925 eV. As for the total energy: -7139.0733 hartree. The max |F| is 2.6 eV Å⁻¹.

Positions of all 120 atoms, in Å:
Bi 0.576 0.028 -0.269
O 3.281 5.453 3.951
C 2.509 4.571 4.246
O 1.678 4.350 5.112
C 2.428 3.378 3.137
C 2.552 3.695 1.793
C 2.155 2.768 0.833
N 1.508 1.658 1.203
C 1.351 1.359 2.484
C 1.893 2.145 3.488
C 0.390 0.220 2.799
C -0.197 -0.351 5.131
C -1.816 -2.077 3.966
C -1.244 -2.345 2.797
C 0.140 -2.010 2.322
N 0.194 -0.685 1.740
C 2.321 2.992 -0.607
C 3.128 4.004 -1.126
C 3.170 4.177 -2.499
C 2.452 3.314 -3.313
C 1.702 2.315 -2.712
N 1.635 2.175 -1.404
H 2.969 4.654 1.530
H 1.865 1.844 4.523
H 0.277 -0.286 6.110
H -2.847 -2.396 4.084
H -1.854 -2.826 2.041
H 0.463 -2.744 1.579
H 3.714 4.638 -0.482
H 3.755 4.974 -2.932
H 2.476 3.411 -4.384
H 1.122 1.608 -3.290
C -2.960 -1.671 -3.215
O -3.369 -0.481 -2.534
C -2.433 -0.221 -1.623
N -1.401 -0.966 -1.616
C -1.514 -1.915 -2.709
C -1.226 -3.340 -2.312
C -0.942 -3.684 -0.999
C -0.652 -4.999 -0.672
C -0.655 -5.979 -1.650
C -0.952 -5.640 -2.960
C -1.232 -4.326 -3.292
C -2.702 0.851 -0.667
C -3.756 1.724 -0.915
C -4.077 2.669 0.055
C -3.424 2.602 1.266
C -2.400 1.651 1.449
N -1.977 0.852 0.453
C -1.932 1.458 2.799
N -0.822 0.954 3.275
C -0.818 1.001 4.736
C -2.262 1.405 5.035
O -2.773 1.826 3.763
C 0.727 -0.613 4.026
C -1.248 -1.556 5.258
C -0.631 -2.692 5.960
C 0.407 -3.444 5.458
C 1.168 -3.155 4.346
C 1.160 -1.940 3.535
H -3.028 -1.498 -4.288
H -3.641 -2.478 -2.925
H -0.785 -1.628 -3.476
H -0.935 -2.909 -0.246
H -0.430 -5.261 0.354
H -0.425 -7.003 -1.396
H -0.964 -6.401 -3.725
H -1.450 -4.066 -4.318
H -4.308 1.640 -1.835
H -4.852 3.396 -0.121
H -3.683 3.257 2.080
H -0.144 1.804 5.060
H -2.334 2.244 5.729
H -2.895 0.583 5.385
H -2.070 -1.179 5.872
H -1.004 -2.922 6.946
H 0.673 -4.338 6.010
H 1.944 -3.861 4.088
H 2.141 -1.821 3.060
C 3.269 -3.805 -0.230
C 2.870 -2.498 0.155
N 2.532 -1.445 0.467
H 3.650 -4.364 0.623
H 4.043 -3.731 -0.992
H 2.408 -4.321 -0.660
F 5.396 -2.333 -5.463
C 5.720 -1.684 -4.338
C 4.727 -1.000 -3.665
C 5.086 -0.308 -2.527
F 4.131 0.403 -1.896
C 6.378 -0.315 -2.026
F 6.676 0.353 -0.908
C 7.357 -1.035 -2.706
F 8.597 -1.082 -2.231
C 7.032 -1.716 -3.879
F 7.967 -2.394 -4.539
Ge 2.797 -1.116 -4.143
S 1.613 -1.604 -2.400
C 2.610 -2.758 -5.274
C 2.978 -3.953 -4.686
F 3.553 -3.898 -3.469
C 2.800 -5.183 -5.297
F 3.139 -6.309 -4.666
C 2.244 -5.223 -6.574
F 2.055 -6.388 -7.184
C 1.883 -4.035 -7.206
F 1.346 -4.059 -8.425
C 2.068 -2.826 -6.543
F 1.707 -1.691 -7.156
C 2.420 0.414 -5.396
C 1.116 0.665 -5.779
F 0.153 -0.072 -5.194
C 0.778 1.640 -6.706
F -0.496 1.862 -7.032
C 1.797 2.398 -7.284
F 1.501 3.353 -8.157
C 3.124 2.156 -6.930
F 4.100 2.873 -7.481
C 3.412 1.171 -5.988
F 4.685 0.967 -5.629



[3]
DFT (the ωB97M-V functional and the def2-TZVPD basis) results for C59H38BrF9IMnN2OP2 as an isolated structure.

Its spin multiplicity is 2. As for the expectation value of S²: 0.768. For the LUMO energy (spin up / spin down), the calculation gives -0.122 / -0.123 Ha. Its total charge is +1. The energy relative to the best compared isomer or geometry (same formula, charge and spin) is 5.8 kcal/mol. The value obtained for the HOMO energy (spin up / spin down) is -9.938 / -10.014 eV. As for the total energy: -8060.0703 hartree. The max |F| is 0.6 eV Å⁻¹.

Positions of all 114 atoms, in Å:
Mn -0.441 0.369 0.147
Br 4.602 0.567 5.540
C 3.092 0.606 4.405
C 1.809 0.754 4.964
C 0.706 0.787 4.158
C 0.801 0.663 2.748
O -0.289 0.704 2.055
C 2.108 0.529 2.196
C 2.379 0.494 0.798
N 1.494 0.482 -0.146
C 1.888 0.418 -1.499
C 3.148 0.629 -2.001
C 3.409 0.471 -3.376
C 2.421 0.113 -4.246
C 1.104 -0.078 -3.772
C 0.025 -0.432 -4.608
C -1.224 -0.575 -4.072
C -1.404 -0.349 -2.699
N -0.420 -0.041 -1.884
C 0.839 0.088 -2.399
C 3.235 0.504 3.055
H 1.705 0.841 6.038
H -0.284 0.912 4.578
H 3.434 0.473 0.530
H 3.966 0.924 -1.358
H 4.416 0.634 -3.735
H 2.626 -0.017 -5.301
H 0.199 -0.578 -5.667
H -2.077 -0.840 -4.681
H -2.394 -0.397 -2.264
H 4.223 0.414 2.619
I -3.088 0.364 0.703
C -4.078 1.717 -0.558
C -5.296 1.266 -0.980
C -6.194 2.121 -1.645
C -5.857 3.432 -1.803
C -4.598 3.920 -1.370
C -4.330 5.302 -1.508
C -3.138 5.824 -1.099
C -2.147 4.953 -0.620
C -2.341 3.597 -0.482
P -0.747 2.691 -0.202
C -0.062 3.517 1.272
C -0.934 3.927 2.283
C -0.443 4.404 3.487
C 0.927 4.489 3.699
C 1.801 4.079 2.707
C 1.310 3.580 1.508
C 0.142 3.328 -1.677
C -0.303 2.851 -2.911
C 0.285 3.272 -4.091
C 1.333 4.183 -4.059
C 1.767 4.682 -2.841
C 1.172 4.264 -1.657
C -3.631 3.050 -0.787
H -5.597 0.248 -0.772
H -7.151 1.742 -1.975
H -6.546 4.132 -2.256
H -5.098 5.933 -1.935
H -2.931 6.882 -1.183
H -1.175 5.372 -0.390
H -2.005 3.866 2.134
H -1.133 4.715 4.260
H 1.310 4.868 4.637
H 2.870 4.128 2.869
H 2.009 3.230 0.760
H -1.132 2.152 -2.954
H -0.078 2.892 -5.038
H 1.796 4.514 -4.979
H 2.567 5.410 -2.807
H 1.509 4.693 -0.726
F -4.645 -6.001 -2.519
C -3.629 -6.481 -1.790
F -4.155 -7.232 -0.811
F -2.920 -7.304 -2.579
C -2.762 -5.384 -1.229
C -1.586 -5.737 -0.574
C -0.779 -4.753 -0.039
C -1.131 -3.405 -0.159
C -2.309 -3.073 -0.810
C -3.131 -4.058 -1.346
P -0.062 -2.109 0.568
C 1.563 -2.579 -0.128
C 1.627 -2.933 -1.478
C 2.846 -3.093 -2.114
C 4.021 -2.893 -1.405
C 3.978 -2.564 -0.059
C 2.754 -2.407 0.573
C 5.344 -3.058 -2.102
F 5.735 -4.340 -2.126
F 6.316 -2.357 -1.497
F 5.286 -2.639 -3.378
C -0.020 -2.627 2.313
C 0.870 -3.571 2.824
C 0.814 -3.933 4.158
C -0.148 -3.369 4.986
C -1.060 -2.456 4.485
C -0.986 -2.080 3.153
C -0.184 -3.783 6.433
F -0.541 -5.071 6.563
F 1.023 -3.652 7.005
F -1.049 -3.053 7.149
H -1.309 -6.780 -0.486
H 0.136 -5.032 0.468
H -2.602 -2.037 -0.900
H -4.049 -3.792 -1.850
H 0.715 -3.076 -2.047
H 2.882 -3.356 -3.163
H 4.896 -2.422 0.495
H 2.737 -2.134 1.622
H 1.617 -4.027 2.188
H 1.516 -4.654 4.557
H -1.811 -2.026 5.133
H -1.668 -1.326 2.781